No. 1
{"formula": "C31H34F4N4NaO12P2S2", "method": "the ωB97M-V functional and the def2-TZVPD basis", "symbols": ["Na", "O", "S", "O", "O", "C", "C", "C", "C", "C", "C", "S", "O", "O", "O", "H", "H", "H", "H", "C", "C", "C", "O", "P", "O", "C", "P", "O", "O", "C", "C", "C", "O", "C", "C", "C", "O", "C", "C", "C", "H", "H", "H", "H", "H", "H", "H", "H", "H", "H", "H", "H", "H", "H", "H", "H", "H", "H", "H", "H", "H", "H", "H", "H", "H", "H", "H", "H", "H", "H", "F", "C", "C", "F", "C", "C", "C", "F", "C", "C", "C", "N", "C", "N", "F", "C", "C", "N", "C", "N"], "xyz": [[13.89, 9.33, 12.84], [11.45, 11.90, 15.50], [11.52, 10.74, 14.62], [11.01, 11.03, 13.31], [12.81, 10.07, 14.84], [10.48, 9.35, 15.21], [9.76, 9.72, 16.33], [9.04, 8.75, 16.98], [9.04, 7.46, 16.49], [9.74, 7.10, 15.35], [10.51, 8.03, 14.75], [11.45, 7.30, 13.29], [11.45, 8.61, 12.67], [12.83, 7.07, 14.20], [13.14, 6.64, 12.95], [9.80, 10.76, 16.61], [8.48, 9.02, 17.87], [8.51, 6.68, 17.02], [9.71, 6.10, 14.94], [12.93, 8.05, 6.51], [13.48, 8.43, 7.87], [14.76, 9.25, 7.82], [12.41, 9.24, 8.44], [12.33, 8.99, 10.04], [13.67, 8.85, 10.63], [11.39, 10.46, 10.57], [12.50, 11.80, 11.26], [13.44, 11.61, 12.38], [11.55, 13.09, 11.48], [11.58, 13.90, 12.70], [10.12, 14.01, 13.09], [12.21, 15.22, 12.28], [13.33, 12.01, 9.89], [14.47, 12.89, 10.02], [14.30, 13.82, 8.84], [15.73, 12.06, 10.01], [11.47, 7.65, 10.27], [10.35, 7.21, 9.48], [9.86, 5.98, 10.21], [9.27, 8.28, 9.39], [13.64, 7.43, 5.97], [12.78, 8.96, 5.92], [11.97, 7.52, 6.63], [13.62, 7.57, 8.51], [14.61, 10.18, 7.26], [15.60, 8.74, 7.36], [15.05, 9.49, 8.85], [10.65, 10.29, 11.34], [10.88, 10.86, 9.69], [12.16, 13.39, 13.47], [9.56, 14.42, 12.25], [9.97, 14.62, 13.98], [9.73, 13.03, 13.30], [11.71, 15.56, 11.38], [13.27, 15.10, 12.03], [12.13, 16.01, 13.02], [14.36, 13.43, 10.97], [14.23, 13.23, 7.93], [15.13, 14.53, 8.75], [13.38, 14.38, 8.93], [15.88, 11.59, 9.03], [15.67, 11.25, 10.75], [16.63, 12.65, 10.24], [10.74, 6.96, 8.49], [9.51, 6.27, 11.20], [10.65, 5.26, 10.36], [9.04, 5.50, 9.67], [9.02, 8.64, 10.38], [8.37, 7.91, 8.92], [9.61, 9.13, 8.81], [18.34, 10.54, 13.47], [19.41, 9.95, 12.86], [20.68, 10.33, 13.30], [20.74, 11.21, 14.33], [21.88, 9.79, 12.73], [21.68, 8.88, 11.66], [20.41, 8.51, 11.19], [20.36, 7.62, 10.16], [19.24, 9.02, 11.79], [17.94, 8.56, 11.38], [16.82, 8.77, 12.18], [15.91, 8.96, 12.88], [17.68, 7.91, 10.17], [17.40, 7.31, 9.20], [22.74, 8.30, 11.04], [23.19, 10.11, 13.25], [24.39, 9.53, 12.79], [25.42, 9.07, 12.46], [23.41, 11.00, 14.32], [23.65, 11.76, 15.19]], "lowdin_charge": [0.20, -0.33, 0.49, -0.38, -0.33, -0.20, -0.08, -0.10, -0.11, -0.12, -0.27, 0.94, -0.50, -0.35, -0.38, 0.10, 0.10, 0.09, 0.09, -0.04, -0.45, -0.05, -0.19, 0.56, -0.26, -0.19, 0.58, -0.25, -0.19, -0.42, -0.04, -0.04, -0.21, -0.45, -0.04, -0.03, -0.20, -0.42, -0.04, -0.04, 0.08, 0.08, 0.07, 0.13, 0.09, 0.07, 0.05, 0.05, 0.07, 0.12, 0.08, 0.08, 0.07, 0.08, 0.07, 0.08, 0.12, 0.08, 0.08, 0.08, 0.07, 0.07, 0.09, 0.12, 0.07, 0.09, 0.08, 0.09, 0.08, 0.07, 0.12, -0.09, -0.10, 0.11, -0.01, -0.11, -0.10, 0.12, -0.01, -0.09, -0.08, 0.28, -0.14, 0.23, 0.10, -0.13, -0.19, 0.19, -0.18, 0.20], "total_charge": -1, "homo_lumo_gap_ev": [1.94, 1.95]}



No. 2
{"formula": "C23H27BN5ScSe4", "method": "the ωB97M-V functional and the def2-TZVPD basis", "symbols": ["Sc", "C", "C", "C", "C", "C", "C", "C", "C", "C", "C", "H", "H", "H", "H", "H", "H", "H", "H", "H", "H", "H", "H", "H", "H", "B", "N", "C", "C", "C", "N", "N", "C", "C", "C", "N", "H", "H", "H", "H", "H", "H", "H", "H", "Se", "Se", "Se", "Se", "N", "C", "C", "C", "C", "C", "C", "C", "H", "H", "H", "H", "H"], "xyz": [[-0.09, 0.05, -2.42], [-0.19, -1.28, 2.46], [1.08, -2.13, 2.44], [0.72, -3.61, 2.51], [1.94, -1.76, 1.24], [2.54, -0.51, 1.19], [3.28, -0.10, 0.09], [3.47, -0.95, -1.00], [4.33, -0.55, -2.16], [2.88, -2.21, -0.94], [2.14, -2.61, 0.17], [-0.81, -1.53, 3.33], [-0.78, -1.46, 1.56], [0.04, -0.22, 2.51], [1.66, -1.88, 3.34], [0.08, -3.89, 1.68], [0.17, -3.82, 3.43], [1.61, -4.25, 2.50], [2.41, 0.18, 2.02], [3.72, 0.89, 0.07], [5.38, -0.76, -1.94], [4.24, 0.52, -2.37], [4.05, -1.09, -3.06], [3.03, -2.90, -1.76], [1.72, -3.61, 0.17], [-3.15, 0.16, -0.49], [-3.15, 0.92, -1.85], [-4.14, 1.70, -2.30], [-3.70, 2.41, -3.40], [-2.39, 1.99, -3.57], [-2.06, 1.09, -2.63], [-2.51, -1.25, -0.69], [-3.03, -2.40, -0.27], [-2.15, -3.43, -0.57], [-1.09, -2.79, -1.20], [-1.31, -1.47, -1.26], [-4.29, 0.00, -0.16], [-2.52, 0.79, 0.32], [-5.09, 1.70, -1.80], [-4.25, 3.12, -3.99], [-1.66, 2.30, -4.31], [-3.99, -2.42, 0.21], [-2.27, -4.48, -0.39], [-0.20, -3.21, -1.63], [0.97, -1.72, -3.92], [-0.02, -0.05, -5.21], [1.58, 1.66, -5.15], [1.49, 2.11, -2.86], [0.05, 1.09, -0.40], [0.04, 1.80, 0.50], [0.02, 2.67, 1.63], [1.06, 3.58, 1.80], [1.05, 4.41, 2.91], [0.01, 4.32, 3.83], [-1.02, 3.41, 3.65], [-1.02, 2.57, 2.55], [1.86, 3.63, 1.07], [1.85, 5.12, 3.06], [0.01, 4.97, 4.70], [-1.82, 3.35, 4.37], [-1.82, 1.86, 2.39]], "lowdin_charge": [0.22, -0.05, -0.37, -0.08, -0.20, -0.05, -0.05, -0.30, -0.06, -0.07, -0.04, 0.08, 0.07, 0.05, 0.14, 0.07, 0.08, 0.08, 0.11, 0.11, 0.09, 0.05, 0.06, 0.11, 0.10, -0.41, -0.06, -0.08, -0.04, -0.16, -0.06, -0.07, -0.08, -0.05, -0.17, -0.05, 0.08, 0.05, 0.12, 0.10, 0.08, 0.12, 0.10, 0.07, 0.12, 0.03, 0.00, 0.03, 0.14, -0.10, -0.20, -0.01, -0.06, -0.06, -0.06, -0.02, 0.12, 0.11, 0.11, 0.11, 0.11], "total_charge": 0, "homo_lumo_gap_ev": 6.98, "relative_energy_kj_mol": 0.0}



No. 3
{"formula": "C16H25O22PS4", "method": "the ωB97M-V functional and the def2-TZVPD basis", "symbols": ["C", "O", "C", "C", "C", "C", "O", "C", "C", "P", "O", "O", "O", "C", "O", "H", "H", "H", "H", "H", "H", "H", "H", "H", "O", "S", "O", "O", "C", "C", "O", "H", "H", "H", "H", "O", "S", "O", "O", "C", "C", "O", "H", "H", "H", "H", "O", "S", "O", "O", "C", "C", "O", "H", "H", "H", "H", "O", "S", "O", "O", "C", "C", "O", "H", "H", "H", "H"], "xyz": [[5.42, -1.72, -0.13], [4.46, -1.54, -1.23], [4.71, -0.24, -1.94], [4.00, 0.92, -1.02], [4.70, 1.80, -0.03], [3.74, 2.88, 0.82], [4.12, 4.14, 1.09], [2.26, 2.26, 1.28], [1.57, 1.38, 0.30], [-0.10, 0.48, 0.53], [-0.62, 0.49, 2.03], [-1.31, 0.99, -0.64], [0.22, -1.23, 0.14], [2.35, 1.11, -1.16], [1.70, 1.10, -2.33], [5.00, -2.59, 0.57], [6.46, -2.00, -0.60], [5.56, -0.78, 0.56], [5.87, -0.13, -2.08], [4.18, -0.37, -2.99], [5.86, 1.69, 0.12], [1.77, 2.46, 2.34], [-1.24, 0.32, -1.41], [0.50, -1.68, 1.00], [-5.41, 0.71, -1.47], [-4.49, 0.56, -0.37], [-3.06, 0.53, -0.54], [-4.94, -0.75, 0.49], [-5.22, -0.36, 1.84], [-5.67, 1.09, 1.76], [-4.85, 1.68, 0.76], [-4.29, -0.46, 2.42], [-5.98, -1.01, 2.27], [-5.56, 1.62, 2.71], [-6.71, 1.16, 1.43], [7.70, 0.36, -0.16], [8.69, 0.30, 0.89], [8.59, 1.05, 2.11], [10.15, 0.58, 0.22], [11.01, -0.53, 0.46], [10.09, -1.74, 0.57], [8.94, -1.27, 1.27], [11.54, -0.35, 1.40], [11.73, -0.64, -0.35], [10.55, -2.57, 1.11], [9.77, -2.09, -0.42], [-9.56, 4.66, 2.39], [-8.63, 4.05, 1.47], [-7.39, 3.43, 1.90], [-8.30, 5.12, 0.29], [-8.65, 4.55, -0.97], [-9.79, 3.58, -0.68], [-9.45, 2.97, 0.56], [-7.78, 4.03, -1.37], [-8.95, 5.34, -1.67], [-9.91, 2.83, -1.46], [-10.74, 4.11, -0.55], [-3.07, -2.85, 0.21], [-1.95, -3.46, -0.46], [-0.61, -2.92, -0.43], [-2.37, -3.71, -2.02], [-2.27, -5.10, -2.32], [-2.52, -5.83, -1.00], [-1.88, -5.03, -0.01], [-1.25, -5.30, -2.69], [-2.99, -5.38, -3.09], [-2.11, -6.84, -1.00], [-3.59, -5.86, -0.77]], "lowdin_charge": [-0.12, -0.25, -0.13, -0.04, 0.07, -0.19, -0.04, 0.05, -0.14, 0.79, -0.38, -0.24, -0.27, -0.17, -0.02, 0.12, 0.09, 0.08, 0.13, 0.15, 0.10, 0.14, 0.12, 0.12, -0.25, 0.72, -0.29, -0.21, -0.17, -0.20, -0.18, 0.14, 0.14, 0.14, 0.11, -0.27, 0.68, -0.22, -0.19, -0.17, -0.17, -0.19, 0.13, 0.14, 0.14, 0.13, -0.23, 0.69, -0.24, -0.19, -0.17, -0.17, -0.19, 0.14, 0.14, 0.14, 0.13, -0.22, 0.71, -0.27, -0.19, -0.17, -0.18, -0.19, 0.13, 0.14, 0.14, 0.13], "smiles": "COCC1=CC(=O)C=C(P(=O)(O)O)C1=O.O=S1(=O)OCCO1.O=S1(=O)OCCO1.O=S1(=O)OCCO1.O=S1(=O)OCCO1", "total_charge": 0, "homo_lumo_gap_ev": 8.13}



So what do the calculations give for F_max? Going down the list: 5.44; 0.73; 10.11 eV/Å.
So what do the calculations give for energy? Going down the list: -4364.44596; -11557.95731; -4213.61794 Eh.